Entry from the Open Molecules 2025 dataset: a structure of composition C56H60FN4O6PSnTe (ωB97M-V/def2-TZVPD).

Computed properties:
E_tot: -102413.6974 eV
Frontier orbital gap (alpha / beta): 3.904 / 5.439 eV
Highest occupied orbital energy (alpha / beta): -7.30 / -8.84 eV

ORCA input file:
```
! wB97M-V def2-TZVPD RIJCOSX def2/J DEFGRID3
* xyz 1 2
Sn 0.51 3.04 -1.36
C -3.05 0.74 5.81
C -1.61 1.22 5.81
N -1.02 1.19 4.47
C -1.13 2.30 3.70
C -0.77 2.39 2.39
C -1.05 3.72 1.68
O -1.71 4.54 2.31
O -0.55 3.84 0.53
C -0.20 1.24 1.75
O 0.03 1.15 0.54
C 0.05 0.09 2.63
C 0.74 -1.01 2.14
C 0.82 -2.17 2.87
F 1.49 -3.22 2.34
C 0.18 -2.29 4.11
C -0.42 -1.16 4.64
C -0.47 0.05 3.94
N 0.10 -3.50 4.86
C 1.07 -4.56 4.60
C 1.06 -5.52 5.77
N -0.32 -6.10 5.91
C -1.33 -5.01 6.13
C -1.25 -4.04 4.97
H -3.46 0.77 6.82
H -3.14 -0.28 5.43
H -3.66 1.39 5.18
H -0.99 0.62 6.48
H -1.56 2.25 6.16
H -1.56 3.18 4.16
H 1.22 -0.94 1.17
H -0.85 -1.24 5.63
H 2.06 -4.13 4.52
H 0.86 -5.11 3.67
H 1.30 -5.01 6.70
H 1.77 -6.34 5.62
H -0.35 -6.79 6.66
H -0.55 -6.58 5.04
H -1.07 -4.51 7.07
H -2.31 -5.46 6.22
H -1.95 -3.23 5.16
H -1.57 -4.54 4.04
O 2.80 2.44 1.19
C 3.81 2.25 0.65
C 5.04 1.99 0.13
C 6.19 1.97 1.00
C 7.42 1.70 0.47
C 7.58 1.45 -0.90
C 6.47 1.45 -1.74
C 5.20 1.72 -1.27
P 3.69 1.79 -2.32
C 4.17 3.15 -3.45
C 3.62 4.41 -3.19
C 3.96 5.51 -3.96
C 4.86 5.37 -5.00
C 5.42 4.13 -5.27
C 5.08 3.03 -4.50
C 3.92 0.27 -3.32
C 4.27 -0.91 -2.66
C 4.36 -2.11 -3.36
C 4.10 -2.14 -4.73
C 3.71 -0.97 -5.38
C 3.60 0.22 -4.67
H 6.06 2.17 2.06
H 8.28 1.69 1.13
H 8.56 1.24 -1.30
H 6.61 1.23 -2.79
H 2.91 4.53 -2.38
H 3.52 6.48 -3.74
H 5.13 6.22 -5.61
H 6.13 4.01 -6.08
H 5.53 2.07 -4.72
H 4.50 -0.89 -1.60
H 4.64 -3.01 -2.84
H 4.21 -3.06 -5.28
H 3.49 -1.00 -6.43
H 3.25 1.11 -5.18
C -0.47 5.17 -3.74
O -0.04 4.47 -2.62
H -1.56 5.28 -3.75
H -0.16 4.68 -4.67
H -0.05 6.18 -3.74
C 0.02 -0.74 -4.30
C 0.17 0.55 -3.52
O 0.78 1.50 -4.01
N -0.37 0.66 -2.30
Te -1.29 -0.49 -1.09
C -2.60 -2.11 -1.77
C -2.17 -3.34 -1.24
C -0.73 -3.59 -0.85
C -3.08 -4.38 -1.07
C -4.41 -4.24 -1.43
C -5.41 -5.34 -1.19
C -4.80 -3.06 -2.05
C -3.92 -1.99 -2.24
C -4.42 -0.79 -2.98
C -2.83 0.89 -0.64
C -3.09 2.02 -1.44
C -2.84 2.12 -2.92
C -3.72 3.11 -0.84
C -4.13 3.10 0.49
C -4.70 4.33 1.13
C -3.98 1.92 1.21
C -3.32 0.83 0.68
C -3.25 -0.45 1.49
H 0.16 -0.55 -5.36
H -0.95 -1.21 -4.13
H 0.80 -1.44 -3.98
H -0.04 -3.14 -1.56
H -0.53 -4.66 -0.82
H -0.50 -3.19 0.14
H -2.74 -5.32 -0.65
H -5.02 -6.10 -0.52
H -5.67 -5.83 -2.13
H -6.33 -4.94 -0.77
H -5.82 -2.95 -2.39
H -5.33 -1.04 -3.53
H -3.68 -0.44 -3.70
H -4.66 0.03 -2.31
H -2.52 1.19 -3.36
H -2.09 2.88 -3.15
H -3.77 2.43 -3.40
H -3.87 4.00 -1.44
H -5.01 5.06 0.38
H -3.92 4.78 1.74
H -5.55 4.09 1.78
H -4.35 1.88 2.23
H -3.34 -0.24 2.55
H -2.32 -1.00 1.32
H -4.07 -1.11 1.20
*
```

Entry from the Open Molecules 2025 dataset: a structure of composition C56H66Cl2N5O4P2Tl (ωB97M-V/def2-TZVPD).

Computed properties:
E_tot: -123098.8610 eV
Frontier orbital gap: 6.026 eV
Highest occupied orbital energy: -6.20 eV

ORCA input file:
```
! wB97M-V def2-TZVPD RIJCOSX def2/J DEFGRID3
* xyz 0 1
Tl 0.32 -0.10 0.14
C 0.02 0.15 4.90
C 0.21 0.36 3.43
N -0.33 -0.35 2.53
O -1.14 -1.39 2.92
C 1.10 1.43 2.95
C 1.77 2.35 3.92
N 1.27 1.57 1.67
O 1.98 2.52 1.20
H -0.64 -0.69 5.08
H -0.41 1.05 5.36
H 0.97 -0.03 5.39
H -1.17 -1.89 2.06
H 1.06 2.80 4.62
H 2.52 1.83 4.53
H 2.27 3.14 3.36
C -0.41 4.55 0.18
C 0.13 4.99 -1.01
C 0.40 4.07 -2.01
C 0.14 2.73 -1.77
N -0.32 2.30 -0.59
C -0.59 3.19 0.35
C 0.25 1.68 -2.83
C 0.52 2.00 -4.16
C 0.51 0.98 -5.10
C 0.21 -0.31 -4.70
C -0.04 -0.53 -3.36
N -0.01 0.43 -2.45
H -0.64 5.24 0.99
H 0.33 6.04 -1.18
H 0.81 4.40 -2.95
H -0.96 2.79 1.29
H 0.71 3.01 -4.46
H 0.72 1.20 -6.14
H 0.18 -1.13 -5.40
H -0.30 -1.52 -2.99
O 2.82 0.09 -0.01
P 4.12 -0.26 0.66
C 3.79 -0.97 2.32
C 3.00 -2.28 2.12
C 2.45 -2.81 3.44
C 3.43 -2.61 4.61
C 4.86 -2.46 4.09
C 4.98 -1.17 3.28
C 4.98 -1.57 -0.30
C 6.30 -2.10 0.30
C 7.10 -2.81 -0.79
C 7.61 -1.80 -1.83
C 6.58 -0.69 -2.10
C 5.15 -1.14 -1.78
C 5.24 1.19 0.71
C 5.37 1.86 2.11
C 5.33 3.40 2.15
C 5.78 4.04 0.85
C 4.81 3.60 -0.23
C 4.92 2.11 -0.52
H 3.09 -0.23 2.73
H 3.66 -3.03 1.68
H 2.19 -2.13 1.42
H 2.23 -3.87 3.32
H 1.49 -2.33 3.66
H 3.36 -3.44 5.31
H 3.17 -1.71 5.17
H 5.12 -3.33 3.48
H 5.57 -2.44 4.92
H 5.94 -1.15 2.76
H 5.02 -0.34 3.99
H 4.26 -2.38 -0.28
H 6.08 -2.78 1.12
H 6.91 -1.29 0.71
H 6.46 -3.55 -1.27
H 7.94 -3.35 -0.36
H 7.85 -2.33 -2.76
H 8.53 -1.35 -1.47
H 6.63 -0.38 -3.15
H 6.82 0.19 -1.52
H 4.90 -1.99 -2.42
H 4.43 -0.36 -2.03
H 6.22 0.74 0.49
H 6.32 1.54 2.53
H 4.60 1.49 2.78
H 5.92 3.74 3.00
H 4.30 3.72 2.33
H 6.81 3.73 0.60
H 5.79 5.13 0.95
H 4.98 4.14 -1.17
H 3.80 3.83 0.10
H 5.72 1.96 -1.24
H 4.00 1.77 -0.99
O -2.34 0.20 -0.05
P -3.45 -0.03 -1.02
C -3.05 -1.23 -2.31
C -2.63 -2.48 -1.84
C -2.22 -3.46 -2.73
C -2.23 -3.20 -4.09
C -2.62 -1.96 -4.57
C -3.02 -0.97 -3.68
C -4.01 1.51 -1.78
C -4.94 1.59 -2.81
C -5.34 2.82 -3.30
C -4.82 3.99 -2.75
C -3.92 3.92 -1.70
C -3.52 2.68 -1.21
C -4.93 -0.66 -0.18
C -5.69 -1.72 -0.65
C -6.81 -2.14 0.05
C -7.17 -1.51 1.23
C -6.40 -0.45 1.71
C -5.29 -0.03 1.01
H -2.60 -2.67 -0.77
H -1.89 -4.42 -2.35
H -1.90 -3.96 -4.79
H -2.61 -1.75 -5.63
H -3.28 0.01 -4.06
H -5.39 0.69 -3.21
H -6.06 2.88 -4.10
H -5.12 4.95 -3.14
H -3.52 4.83 -1.26
H -2.81 2.61 -0.40
H -5.42 -2.22 -1.57
H -7.40 -2.97 -0.32
H -8.04 -1.84 1.78
H -6.67 0.04 2.64
H -4.68 0.78 1.40
Cl -1.72 -4.31 1.60
C -0.39 -4.44 0.47
C 0.03 -5.70 0.14
C 1.08 -5.89 -0.76
C 1.65 -4.76 -1.32
C 1.21 -3.50 -0.99
Cl 2.02 -2.16 -1.74
C 0.16 -3.21 -0.06
N -0.39 -2.07 0.35
H -0.46 -6.55 0.60
H 1.42 -6.88 -1.02
H 2.47 -4.86 -2.03
*
```

Entry from the Open Molecules 2025 dataset: a structure of composition C56H69BiCl3N3O2P3SSi2Te (ωB97M-V/def2-TZVPD).

Computed properties:
E_tot: -172920.5533 eV
Frontier orbital gap: 6.523 eV
Highest occupied orbital energy: -4.69 eV

ORCA input file:
```
! wB97M-V def2-TZVPD RIJCOSX def2/J DEFGRID3
* xyz -1 1
Bi 0.07 0.97 0.05
C 1.03 -3.26 -3.64
C 0.74 -2.05 -4.52
C 2.05 -1.45 -5.04
P -0.23 -0.77 -3.58
C -0.79 0.39 -4.93
C -0.83 -0.10 -6.38
C -2.12 1.04 -4.55
C -1.73 -1.74 -3.14
C -2.57 -2.24 -4.13
C -3.73 -2.94 -3.83
C -4.06 -3.14 -2.50
C -3.23 -2.66 -1.50
C -2.03 -1.98 -1.78
Si -0.88 -1.60 -0.28
C -2.16 -1.58 1.16
C -2.09 -2.56 2.16
C -3.00 -2.61 3.20
C -4.01 -1.67 3.27
C -4.09 -0.68 2.31
C -3.18 -0.61 1.26
P -3.17 0.80 0.06
C -4.86 0.93 -0.73
C -6.06 0.35 0.00
C -4.79 0.37 -2.16
C -3.05 2.31 1.19
C -2.54 2.00 2.60
C -4.27 3.23 1.26
C 0.03 -3.31 -0.06
C -0.72 -4.43 -0.45
C -0.25 -5.73 -0.37
C 1.02 -5.96 0.14
C 1.77 -4.88 0.55
C 1.31 -3.56 0.48
P 2.36 -2.17 1.06
C 4.11 -2.64 0.57
C 4.14 -2.94 -0.93
C 4.97 -3.66 1.33
C 2.28 -2.39 2.91
C 2.33 -3.78 3.52
C 3.32 -1.46 3.55
H 1.72 -3.94 -4.14
H 0.13 -3.80 -3.38
H 1.51 -2.94 -2.70
H 0.13 -2.38 -5.37
H 2.75 -1.33 -4.22
H 1.91 -0.47 -5.50
H 2.50 -2.11 -5.78
H -0.02 1.17 -4.87
H -1.64 -0.81 -6.55
H 0.10 -0.57 -6.70
H -1.01 0.75 -7.04
H -2.11 1.38 -3.52
H -2.95 0.34 -4.69
H -2.30 1.91 -5.18
H -2.32 -2.08 -5.17
H -4.36 -3.31 -4.62
H -4.97 -3.66 -2.24
H -3.50 -2.83 -0.47
H -1.30 -3.30 2.11
H -2.91 -3.38 3.96
H -4.73 -1.70 4.08
H -4.86 0.07 2.40
H -5.00 2.01 -0.82
H -5.93 -0.72 0.20
H -6.95 0.45 -0.64
H -6.28 0.85 0.94
H -4.74 -0.71 -2.16
H -3.92 0.75 -2.69
H -5.69 0.67 -2.71
H -2.26 2.88 0.69
H -1.76 1.24 2.62
H -3.35 1.64 3.24
H -2.14 2.91 3.05
H -5.14 2.70 1.65
H -4.52 3.66 0.30
H -4.05 4.06 1.94
H -1.71 -4.29 -0.87
H -0.87 -6.55 -0.69
H 1.41 -6.96 0.21
H 2.75 -5.06 0.97
H 4.61 -1.67 0.71
H 3.73 -3.93 -1.14
H 5.17 -2.91 -1.30
H 3.56 -2.21 -1.49
H 4.60 -4.68 1.23
H 5.05 -3.43 2.39
H 5.98 -3.64 0.91
H 1.29 -1.97 3.12
H 3.29 -4.27 3.37
H 1.56 -4.43 3.11
H 2.16 -3.71 4.60
H 4.32 -1.87 3.48
H 3.10 -1.31 4.61
H 3.32 -0.48 3.07
C 5.37 -1.72 9.11
O 5.35 -0.95 7.93
C 4.46 0.08 7.86
C 3.58 0.43 8.88
C 2.72 1.51 8.70
C 2.70 2.22 7.52
C 3.60 1.88 6.51
C 4.47 0.82 6.68
N 1.85 3.39 7.47
N 1.19 3.67 6.46
C 1.05 2.76 5.37
C 0.73 1.44 5.54
C 0.53 0.59 4.45
C 0.70 1.03 3.14
O 0.55 0.22 2.13
C 1.01 2.42 2.96
N 1.15 2.85 1.68
C 1.33 4.12 1.44
C 1.43 5.07 2.47
C 1.36 4.66 3.77
C 1.13 3.29 4.06
H 6.13 -2.48 8.96
H 4.40 -2.21 9.28
H 5.62 -1.11 9.98
H 3.56 -0.12 9.81
H 2.05 1.81 9.50
H 3.61 2.44 5.58
H 5.16 0.55 5.90
H 0.62 1.04 6.54
H 0.23 -0.44 4.61
H 1.43 4.41 0.40
H 1.59 6.11 2.22
H 1.44 5.36 4.59
Cl 2.21 4.86 -1.97
Si 0.78 4.05 -3.39
Cl -0.80 3.32 -1.85
Cl -0.27 5.89 -3.83
Te 2.41 0.72 -1.56
C 4.00 1.11 -0.22
C 4.04 1.38 1.12
C 5.36 1.47 1.64
C 6.31 1.27 0.69
S 5.60 0.97 -0.84
H 3.15 1.51 1.71
H 5.59 1.68 2.67
H 7.38 1.29 0.80
*
```

Question: Which value of E_tot does entry 3 give?
Answer: -172920.5533 eV

Question: The highest E_tot belongs to which entry?
Answer: C56H60FN4O6PSnTe